Here is a molecular structure, C33H32CdN5OS from the OMol25 dataset. Energies are from ωB97M-V/def2-TZVPD.

Positions of all 73 atoms, in Å:
Cd: 0.144 -0.229 0.181
S: -1.416 -3.577 -1.827
O: -9.156 -0.275 -8.923
N: -3.824 0.033 -5.296
N: -2.072 0.216 -0.096
N: 0.189 -2.346 0.100
N: -5.376 0.048 -3.706
N: -0.112 0.238 -2.050
C: -0.971 2.798 2.266
C: 1.824 0.190 2.066
C: -5.908 -0.077 -7.396
C: -0.010 0.467 3.782
C: 2.236 -1.091 2.745
C: 2.147 1.842 0.295
C: -2.996 0.201 0.849
C: -0.725 0.136 -4.740
C: -2.445 0.188 -1.397
C: 0.285 2.076 1.843
C: 2.901 2.335 -0.915
C: -5.163 0.001 -5.003
C: 0.581 0.176 -4.328
C: 0.845 0.222 -2.960
C: 0.632 3.844 0.080
C: -1.407 0.193 -2.431
C: 1.030 2.557 0.756
C: 0.699 0.914 2.524
C: -4.130 0.099 -3.145
C: -1.758 0.143 -3.792
C: -4.362 0.167 0.572
C: -8.555 -0.207 -6.574
C: -3.797 0.147 -1.753
C: 2.557 0.669 0.956
C: -10.528 -0.348 -8.559
C: -4.763 0.137 -0.738
C: 3.812 -0.057 0.529
C: -6.909 -0.145 -8.338
C: -7.535 -0.137 -5.639
C: -0.489 -2.889 -0.706
C: -6.204 -0.072 -6.031
C: -3.149 0.092 -4.100
C: -8.243 -0.211 -7.931
H: 1.864 0.237 -2.594
H: -7.769 -0.135 -4.582
H: 0.689 0.011 4.478
H: -4.884 -0.025 -7.749
H: -0.792 -0.273 3.588
H: -11.083 -0.393 -9.490
H: -0.745 3.621 2.949
H: 3.660 3.069 -0.633
H: -10.831 0.538 -7.998
H: 2.657 -1.798 2.035
H: 4.303 -0.516 1.383
H: 2.236 2.813 -1.632
H: -9.580 -0.258 -6.237
H: 1.390 -1.586 3.216
H: -5.808 0.099 -1.016
H: 0.127 4.516 0.769
H: 2.986 -0.900 3.517
H: 1.501 4.373 -0.305
H: -0.469 1.308 4.294
H: -0.958 0.091 -5.796
H: -3.427 -0.007 -6.218
H: 1.398 0.162 -5.034
H: -5.074 0.153 1.384
H: -6.689 -0.149 -9.396
H: -1.494 3.218 1.410
H: -1.666 2.137 2.778
H: -10.729 -1.245 -7.971
H: 4.526 0.624 0.076
H: 3.608 -0.856 -0.189
H: -2.641 0.208 1.872
H: -0.045 3.669 -0.763
H: 3.415 1.527 -1.430

The HOMO energy is -10.086 eV. The calculated total energy is -2191.5726 hartree. The value obtained for the orbital gap is 6.91 eV. For the lowest unoccupied orbital energy, the calculation gives -3.171 eV. Its total charge is +1.